Record 1
Formula: C7H11NO
Source: OMol25
Level of theory: the ωB97M-V functional and the def2-TZVPD basis

## Properties
- energy (hartree) = -403.20476
- ΔE to the lowest compared entry with this formula, charge and spin (kJ/mol) = 339.2
- SMILES = [H]/N=C(\C/C=C\C)C(=C)O
- frontier orbital gap (eV) = 8.4

The geometry in ORCA input format:
```
! RIJCOSX wB97M-V def2-TZVPD def2/J DEFGRID3
* xyz 0 1
C -0.64 -0.87 -0.88
C 0.97 1.59 -1.77
C -0.47 0.00 1.56
C -0.70 -1.17 0.59
C 0.84 -0.71 -0.73
C 1.34 0.57 -0.72
C -0.89 1.26 1.37
O -0.37 -0.44 2.85
N -0.98 -2.29 1.16
H -0.62 -1.39 2.83
H -0.76 -3.12 0.61
H -0.87 -1.76 -1.47
H -1.21 0.01 -1.15
H 1.49 -1.52 -0.42
H 2.32 0.71 -0.29
H -0.96 1.68 0.39
H -1.02 1.92 2.22
H -0.07 1.91 -1.66
H 1.59 2.47 -1.73
H 1.02 1.15 -2.77
*
```

---

Record 2
Formula: C4H27N3O7
Source: OMol25
Level of theory: the ωB97M-V functional and the def2-TZVPD basis

## Properties
- energy (hartree) = -859.20116
- frontier orbital gap (alpha / beta) (eV) = 10.0 / 4.7

The geometry in ORCA input format:
```
! RIJCOSX wB97M-V def2-TZVPD def2/J DEFGRID3
* xyz 1 2
N 1.81 -0.10 -0.44
C 1.40 -0.95 0.65
C 0.02 -0.64 1.33
C -0.33 0.85 1.48
N -1.61 0.84 2.21
C 1.42 -2.37 0.11
N 2.62 -2.70 -0.63
H 2.76 -0.38 -0.71
H 1.15 -0.25 -1.23
H 2.09 -0.72 1.47
H 0.15 -1.14 2.29
H -0.76 -1.07 0.71
H 0.48 1.42 1.88
H -0.55 1.17 0.46
H -1.65 1.61 2.87
H -1.78 -0.02 2.74
H 1.07 -3.08 0.87
H 0.50 -2.50 -0.47
H 3.40 -2.90 0.03
H 2.43 -3.54 -1.17
H 0.53 2.05 -2.50
H -0.99 1.81 -2.41
O -0.11 1.36 -2.29
H -3.13 1.44 1.08
H -4.62 1.10 0.38
O -3.80 1.54 0.33
H -2.90 2.02 -1.20
H -2.92 1.36 -2.66
O -2.67 2.17 -2.19
H 0.25 -0.20 -3.03
H 0.94 -1.31 -3.73
O 0.07 -1.05 -3.44
H 3.18 2.78 1.63
H 2.34 2.02 0.55
O 2.47 2.15 1.46
H 1.86 1.46 3.64
H 1.63 0.05 3.71
O 1.19 0.83 4.02
H -2.22 -2.02 -1.24
H -2.14 -2.66 -2.59
O -1.82 -2.78 -1.67
*
```

---

Record 3
Formula: C27H36Li2O15S
Source: OMol25
Level of theory: the ωB97M-V functional and the def2-TZVPD basis

## Properties
- energy (hartree) = -2592.12574
- ΔE to the lowest compared entry with this formula, charge and spin (kJ/mol) = 63.4
- frontier orbital gap (eV) = 6.8

The geometry in ORCA input format:
```
! RIJCOSX wB97M-V def2-TZVPD def2/J DEFGRID3
* xyz 0 1
Li 2.53 -2.13 1.04
Li 0.16 0.14 -3.42
S 0.08 -0.85 -0.34
O 1.48 -0.91 0.17
O -0.41 -2.14 0.16
O -0.74 0.18 0.17
O 0.06 -0.80 -1.84
C -3.49 -1.86 1.19
O -2.96 -2.56 0.12
H -2.88 -2.05 2.24
H -4.49 -2.13 1.57
H -3.43 -0.79 0.87
H -2.03 -2.49 0.21
C 3.07 -1.30 -3.61
O 2.15 -0.24 -3.99
H 2.85 -1.37 -2.52
H 4.06 -1.24 -3.90
H 2.94 -2.27 -3.96
H 2.71 0.60 -4.08
C 0.31 -3.74 2.71
O 1.14 -3.48 1.67
H -0.02 -2.93 3.41
H 0.76 -4.59 3.18
H -0.58 -3.92 2.21
H 0.60 -3.04 1.07
C 1.80 1.04 3.79
C 0.69 0.61 3.02
C -0.57 0.81 3.40
C -0.83 1.70 4.50
C 0.20 2.33 5.19
C 1.53 1.88 4.88
O 2.57 2.25 5.71
O -1.61 0.47 2.57
H 2.67 0.62 3.45
H 0.88 -0.16 2.19
H -1.86 2.11 4.77
H 0.15 2.97 5.99
H 3.30 1.73 5.22
H -1.23 0.26 1.74
C -0.31 -5.01 -4.41
C -0.21 -6.43 -4.17
C -0.24 -6.91 -2.88
C -0.49 -6.08 -1.76
C -0.45 -4.65 -2.05
C -0.36 -4.21 -3.31
O -0.64 -2.81 -3.51
O -0.32 -8.32 -2.63
H -0.33 -4.83 -5.53
H 0.01 -7.20 -4.84
H -0.79 -6.60 -0.70
H -0.72 -4.00 -1.16
H -0.33 -2.29 -2.91
H -1.14 -8.65 -2.30
C -4.17 4.74 -1.30
C -3.65 3.52 -1.78
C -2.83 2.75 -0.84
C -2.50 3.27 0.45
C -2.92 4.57 0.82
C -3.76 5.23 -0.05
O -4.49 6.33 0.42
O -2.47 1.34 -1.10
H -4.95 5.29 -1.94
H -3.81 3.03 -2.84
H -1.92 2.64 1.06
H -2.53 4.92 1.67
H -4.44 7.06 -0.13
H -2.10 0.97 -0.18
C 3.75 4.63 -1.03
C 3.78 3.28 -1.41
C 3.32 2.25 -0.61
C 2.59 2.61 0.58
C 2.31 3.90 0.92
C 2.92 4.96 0.07
O 2.75 6.29 0.46
O 3.12 1.04 -1.10
H 4.12 5.11 -1.77
H 4.14 2.86 -2.30
H 1.92 1.86 1.17
H 1.71 4.17 1.69
H 2.35 6.39 1.31
H 2.47 0.22 -0.82
*
```

---

Record 4
Formula: C3H2N2O3S
Source: OMol25
Level of theory: the ωB97M-V functional and the def2-TZVPD basis

## Properties
- energy (hartree) = -848.68264
- frontier orbital gap (alpha / beta) (eV) = 6.5 / 8.8

The geometry in ORCA input format:
```
! RIJCOSX wB97M-V def2-TZVPD def2/J DEFGRID3
* xyz 0 3
C 0.00 0.52 -0.67
C 0.40 -0.12 0.49
C 1.98 0.90 -0.53
N 1.04 1.24 -1.24
N 1.76 0.01 0.49
O 4.14 -0.41 1.35
O 2.96 1.66 2.18
O 3.28 1.32 -0.38
S 3.21 0.62 1.11
H -0.94 0.52 -1.22
H 0.08 -0.85 1.10
*
```

---

Record 5
Formula: CH3NO
Source: OMol25
Level of theory: the ωB97M-V functional and the def2-TZVPD basis

## Properties
- energy (hartree) = -169.86006
- ΔE to the lowest compared entry with this formula, charge and spin (kJ/mol) = 124.8
- SMILES = C#N.O
- frontier orbital gap (eV) = 12.6

The geometry in ORCA input format:
```
! RIJCOSX wB97M-V def2-TZVPD def2/J DEFGRID3
* xyz 0 1
N 1.11 -2.56 2.02
C 1.64 -1.98 1.13
H 1.90 -1.55 0.18
O -1.24 1.78 -1.07
H -1.78 2.19 -0.35
H -1.63 2.12 -1.90
*
```

---

Record 6
Formula: C28H35NO5
Source: OMol25
Level of theory: the ωB97M-V functional and the def2-TZVPD basis

## Properties
- energy (hartree) = -1518.86589
- ΔE to the lowest compared entry with this formula, charge and spin (kJ/mol) = 0.0
- SMILES = CCOc1ccc(CN(C)C[C@H](O)COC(c2ccc(OC)cc2)c2ccc(OC)cc2)cc1
- frontier orbital gap (eV) = 8.8

The geometry in ORCA input format:
```
! RIJCOSX wB97M-V def2-TZVPD def2/J DEFGRID3
* xyz 0 1
C -6.44 -3.13 1.66
C -5.42 -2.01 1.74
O -5.45 -1.31 0.52
C -4.61 -0.25 0.33
C -3.68 0.20 1.26
C -2.87 1.27 0.95
C -2.95 1.92 -0.28
C -3.89 1.46 -1.20
C -4.71 0.39 -0.90
H -5.44 0.03 -1.61
H -3.98 1.95 -2.16
C -2.01 3.04 -0.61
N -0.70 2.51 -0.96
C -0.71 1.93 -2.28
H 0.25 1.47 -2.49
H -1.47 1.15 -2.32
H -0.93 2.67 -3.07
C 0.38 3.46 -0.79
H 0.16 4.45 -1.23
C 0.77 3.65 0.69
O 1.90 4.47 0.81
H 2.66 3.92 0.58
C 1.00 2.28 1.34
O 2.17 1.72 0.78
C 2.30 0.33 1.03
C 1.27 -0.45 0.24
C 0.11 -0.92 0.83
C -0.86 -1.57 0.08
C -0.68 -1.76 -1.28
C 0.50 -1.31 -1.88
C 1.45 -0.66 -1.13
H 2.35 -0.30 -1.60
H 0.63 -1.47 -2.93
O -1.57 -2.38 -2.11
C -2.77 -2.87 -1.57
H -3.37 -2.06 -1.15
H -2.59 -3.63 -0.80
H -3.31 -3.32 -2.40
H -1.76 -1.91 0.58
H -0.05 -0.79 1.89
C 3.70 -0.11 0.68
C 4.51 0.64 -0.15
C 5.78 0.20 -0.48
C 6.25 -1.02 0.00
C 5.43 -1.78 0.83
C 4.17 -1.33 1.16
H 3.54 -1.93 1.80
H 5.77 -2.73 1.22
O 7.51 -1.37 -0.39
C 8.05 -2.58 0.07
H 9.04 -2.65 -0.36
H 8.12 -2.60 1.16
H 7.45 -3.44 -0.27
H 6.42 0.78 -1.12
H 4.15 1.58 -0.53
H 2.13 0.15 2.11
H 0.13 1.65 1.14
H 1.14 2.40 2.43
H -0.03 4.17 1.23
H 1.26 3.05 -1.29
H -1.90 3.68 0.27
H -2.42 3.66 -1.43
H -2.15 1.62 1.68
H -3.59 -0.26 2.23
H -5.66 -1.34 2.57
H -4.41 -2.43 1.91
H -7.43 -2.72 1.49
H -6.20 -3.80 0.84
H -6.44 -3.70 2.59
*
```

---

Record 7
Formula: C17H20BrIN2OsS2Te
Source: OMol25
Level of theory: the ωB97M-V functional and the def2-TZVPD basis

## Properties
- energy (hartree) = -4795.39562
- ΔE to the lowest compared entry with this formula, charge and spin (kJ/mol) = 24.8
- frontier orbital gap (alpha / beta) (eV) = 5.3 / 5.3

The geometry in ORCA input format:
```
! RIJCOSX wB97M-V def2-TZVPD def2/J DEFGRID3
* xyz 2 1
Os 0.14 -0.05 0.48
C -2.07 2.38 -3.62
C -0.74 1.60 -3.71
C -0.83 0.52 -4.81
C 0.42 2.57 -4.00
C -0.52 0.98 -2.41
C -0.37 0.39 -1.32
H -2.26 2.84 -4.59
H -2.02 3.17 -2.86
H -2.91 1.72 -3.37
H -1.01 1.01 -5.77
H -1.65 -0.17 -4.61
H 0.10 -0.04 -4.87
H 0.25 3.04 -4.97
H 1.37 2.04 -4.04
H 0.48 3.35 -3.24
Te -1.34 -2.07 0.53
C -2.16 -2.42 -1.28
C -3.47 -2.82 -1.48
C -3.71 -3.18 -2.82
C -2.58 -3.08 -3.59
S -1.24 -2.52 -2.73
H -4.22 -2.84 -0.70
H -4.67 -3.50 -3.21
H -2.48 -3.33 -4.64
Br 3.34 4.93 0.36
C 2.66 4.35 2.01
C 3.15 4.92 3.18
C 2.66 4.50 4.41
C 1.66 3.55 4.49
C 1.15 2.98 3.33
C 1.69 3.37 2.11
I 0.98 2.51 0.33
H 3.91 5.68 3.12
H 3.07 4.94 5.32
H 1.25 3.25 5.45
H 0.35 2.26 3.38
N -0.13 -2.26 3.89
C 1.03 -1.89 3.38
N 2.10 -2.64 3.54
S 1.20 -0.35 2.54
H -0.23 -3.08 4.47
H -0.91 -1.62 3.87
H 2.08 -3.51 4.06
H 2.98 -2.36 3.13
*
```

---

Record 8
Formula: C10H32NO5P3S3
Source: OMol25
Level of theory: the ωB97M-V functional and the def2-TZVPD basis

## Properties
- energy (hartree) = -3049.62577
- ΔE to the lowest compared entry with this formula, charge and spin (kJ/mol) = 0.0
- frontier orbital gap (eV) = 8.7

The geometry in ORCA input format:
```
! RIJCOSX wB97M-V def2-TZVPD def2/J DEFGRID3
* xyz 0 1
C -0.61 5.39 -1.77
C -1.30 4.38 -2.69
C -2.39 3.54 -2.02
O -2.09 2.15 -2.00
C -1.23 1.76 -0.96
P 0.03 0.59 -1.65
P -0.81 -1.41 -1.30
N -1.64 -2.00 -2.51
P 1.43 0.82 0.02
O 1.93 2.21 0.08
H -1.16 6.33 -1.73
H -0.53 5.01 -0.75
H 0.40 5.61 -2.11
H -0.56 3.69 -3.10
H -1.74 4.91 -3.54
H -3.34 3.62 -2.54
H -2.56 3.89 -0.99
H -1.79 1.34 -0.12
H -0.63 2.60 -0.57
H 0.33 -2.15 -0.95
H -1.55 -1.34 -0.11
H -1.19 -2.81 -2.91
H 0.82 0.36 1.19
H 2.41 -0.16 -0.25
C 2.25 -3.18 2.30
S 0.53 -3.05 1.84
O 0.12 -1.65 2.14
C -0.15 -4.09 3.13
H 2.83 -2.55 1.63
H 2.38 -2.84 3.33
H 2.58 -4.22 2.20
H 0.15 -3.69 4.11
H 0.22 -5.10 3.00
H -1.23 -4.07 3.03
C 6.08 -2.04 4.47
S 5.41 -0.93 3.24
O 5.03 -1.77 2.07
C 6.97 -0.14 2.81
H 5.27 -2.67 4.83
H 6.85 -2.67 4.01
H 6.50 -1.46 5.29
H 7.67 -0.91 2.47
H 7.35 0.38 3.68
H 6.76 0.56 2.01
C -6.53 -0.69 -3.68
S -6.10 -0.42 -1.95
O -6.80 0.82 -1.53
C -4.39 0.00 -2.25
H -7.59 -0.93 -3.72
H -6.33 0.22 -4.24
H -5.94 -1.53 -4.07
H -4.34 0.86 -2.91
H -3.86 -0.85 -2.67
H -3.95 0.26 -1.29
*
```

---

Record 9
Formula: C4H4N4
Source: OMol25
Level of theory: the ωB97M-V functional and the def2-TZVPD basis

## Properties
- energy (hartree) = -373.70530
- ΔE to the lowest compared entry with this formula, charge and spin (kJ/mol) = 366.5
- SMILES = [H]/N=c1/ccncnn1
- frontier orbital gap (eV) = 8.9

The geometry in ORCA input format:
```
! RIJCOSX wB97M-V def2-TZVPD def2/J DEFGRID3
* xyz 0 1
C 0.42 -0.56 -0.95
C -0.05 -1.16 0.27
C -0.54 -0.58 1.35
C -0.27 1.59 0.66
H 1.41 -0.25 -2.66
H 0.31 -2.29 0.43
H -1.08 -1.16 2.16
H 0.18 2.60 0.95
N 1.28 -0.89 -1.78
N -0.36 0.77 1.66
N -0.81 1.46 -0.67
N -0.49 0.48 -1.41
*
```

---

Record 10
Formula: C5H5F6NO
Source: OMol25
Level of theory: the ωB97M-V functional and the def2-TZVPD basis

## Properties
- energy (hartree) = -922.58143
- ΔE to the lowest compared entry with this formula, charge and spin (kJ/mol) = 376.4
- frontier orbital gap (eV) = 8.6

The geometry in ORCA input format:
```
! RIJCOSX wB97M-V def2-TZVPD def2/J DEFGRID3
* xyz 0 1
C -0.17 -0.39 2.16
C 0.04 0.25 1.07
C 0.61 0.48 -1.16
C -2.68 1.20 -0.05
C -2.59 -1.16 -0.27
N -2.05 0.07 -0.45
O 0.51 0.93 0.17
F -1.98 2.23 -0.57
F -3.96 1.29 -0.40
F -2.62 1.42 1.31
F -2.89 -1.56 1.02
F -3.72 -1.30 -0.98
F -1.70 -2.06 -0.70
H 0.69 -0.54 2.85
H -1.08 -1.01 2.42
H 1.25 -0.47 -1.40
H 0.69 1.38 -1.84
H -0.39 0.02 -1.14
*
```

---

Record 11
Formula: C8H13O2PS
Source: OMol25
Level of theory: the ωB97M-V functional and the def2-TZVPD basis

## Properties
- energy (hartree) = -1202.50560
- ΔE to the lowest compared entry with this formula, charge and spin (kJ/mol) = 0.0
- SMILES = CC[C@@H](OPO)C1=CS1.C#CC
- frontier orbital gap (eV) = 8.3

The geometry in ORCA input format:
```
! RIJCOSX wB97M-V def2-TZVPD def2/J DEFGRID3
* xyz 0 1
C 3.78 -1.19 0.03
C 2.83 -0.37 0.29
C -3.00 -0.31 2.06
C -3.39 0.07 0.99
C -3.81 0.55 -0.30
C 1.53 2.27 -0.65
C 0.93 0.88 -0.72
C 1.41 -0.03 0.43
O -1.28 -2.66 0.02
O 0.68 -1.23 0.52
P 0.00 -2.05 -0.76
S 4.47 0.45 0.52
H 4.19 -2.13 -0.25
H -2.03 -2.07 0.13
H -2.66 -0.67 2.98
H -3.76 1.64 -0.32
H -3.15 0.16 -1.08
H -4.83 0.24 -0.52
H 1.18 2.87 -1.49
H 1.24 2.78 0.28
H 2.62 2.23 -0.69
H -0.16 0.93 -0.65
H 1.20 0.40 -1.66
H 1.25 0.48 1.39
H 0.73 -3.24 -0.55
*
```

---

Record 12
Formula: C20H41MgN6O8
Source: OMol25
Level of theory: the ωB97M-V functional and the def2-TZVPD basis

## Properties
- energy (hartree) = -1916.87742
- ΔE to the lowest compared entry with this formula, charge and spin (kJ/mol) = 974.5
- frontier orbital gap (eV) = 1.6

The geometry in ORCA input format:
```
! RIJCOSX wB97M-V def2-TZVPD def2/J DEFGRID3
* xyz 1 1
Mg 26.12 -30.72 -12.74
O 29.35 -27.51 -15.55
C 28.58 -28.44 -14.98
O 28.85 -28.98 -13.88
O 27.46 -28.84 -15.36
H 30.10 -27.40 -14.96
C 32.05 -25.41 -10.82
C 32.98 -26.23 -11.77
O 32.89 -25.99 -12.94
N 33.75 -27.20 -11.28
C 34.49 -28.08 -12.14
H 32.59 -25.16 -9.90
H 31.15 -26.00 -10.68
H 31.78 -24.47 -11.30
H 33.85 -27.28 -10.28
H 34.39 -29.10 -11.77
H 35.53 -27.75 -12.05
H 34.15 -28.09 -13.18
C 25.32 -26.22 -9.03
C 25.51 -26.18 -10.53
O 25.31 -27.21 -11.23
N 25.75 -25.00 -11.10
C 25.97 -24.83 -12.50
H 25.52 -25.30 -8.48
H 26.00 -26.97 -8.61
H 24.27 -26.44 -8.85
H 25.80 -24.16 -10.54
H 25.82 -23.78 -12.77
H 25.44 -25.55 -13.12
H 27.04 -24.96 -12.63
C 29.87 -34.83 -13.64
C 28.43 -35.04 -13.27
O 27.61 -34.12 -13.34
N 28.09 -36.17 -12.67
C 26.80 -36.41 -12.00
H 30.27 -33.93 -13.17
H 30.03 -34.65 -14.71
H 30.54 -35.65 -13.37
H 28.87 -36.70 -12.30
H 25.93 -35.88 -12.37
H 26.95 -35.95 -11.02
H 26.61 -37.45 -11.72
C 26.56 -32.91 -7.27
C 27.42 -31.99 -8.12
O 26.97 -31.67 -9.22
N 28.64 -31.63 -7.63
C 29.63 -30.82 -8.30
H 26.21 -32.51 -6.32
H 27.03 -33.87 -7.05
H 25.66 -33.05 -7.86
H 28.92 -32.12 -6.80
H 30.49 -30.81 -7.63
H 29.29 -29.80 -8.47
H 29.92 -31.34 -9.21
C 34.61 -21.21 -13.97
C 33.45 -20.54 -14.67
O 33.30 -19.33 -14.61
N 32.58 -21.40 -15.19
C 31.37 -21.08 -15.93
H 34.33 -21.44 -12.94
H 35.54 -20.66 -14.10
H 34.91 -22.12 -14.49
H 32.75 -22.39 -15.06
H 30.96 -20.07 -15.87
H 30.53 -21.65 -15.54
H 31.37 -21.29 -17.00
N 29.23 -25.13 -20.43
C 28.01 -24.79 -20.94
C 28.23 -23.84 -21.97
C 29.58 -23.68 -22.10
C 30.18 -24.49 -21.16
H 29.42 -25.71 -19.63
H 27.11 -25.22 -20.52
H 27.54 -23.37 -22.66
H 30.11 -23.00 -22.74
H 31.23 -24.57 -20.93
*
```

---

What is the formula in the ninth record?
C4H4N4